19
Properties=species:S:1:pos:R:3:mulliken_charge:R:1 method="wB97M-V/def2-TZVPD" energy_ev=-24184.268 smiles=Oc1ccccc1[SiH2][SiH3] spin_multiplicity=1
C -1.9014 -0.0809 2.1128 -0.14
C -0.8949 0.7454 2.4667 -0.84
C -1.8910 -0.7811 0.9097 -0.92
C 0.1997 0.8549 1.6361 -0.11
C -0.7669 -0.7868 0.1155 0.84
C 0.4391 0.1098 0.4854 0.00
O -0.5728 -1.5553 -1.0051 -0.46
Si 1.2806 0.5326 -2.7619 0.54
Si 1.9287 0.1084 -0.6246 0.28
H -2.9223 -0.2332 2.6609 0.20
H -0.8810 1.2635 3.3232 0.51
H -2.7453 -1.3342 0.7393 0.40
H 0.8629 1.6564 2.0392 0.22
H -1.2270 -2.0367 -1.4727 0.29
H 1.6770 -0.3820 -3.7669 -0.15
H 1.9731 1.7066 -2.9610 -0.22
H -0.0818 0.8637 -3.0493 -0.16
H 2.2490 -1.2914 -0.8257 -0.13
H 3.2745 0.6404 -0.0216 -0.13